# 1
Below is an isolated molecule of C4H8O2, with properties calculated with ωB97M-V with the def2-TZVPD basis set.

Results
orbital gap = 10.690 eV
strongest force on any atom = 0.544 eV/Å
total energy = -8372.08972 eV
relative energy (zero: lowest compared OMol25 entry of this formula, charge and spin) = 27.5 kcal/mol
HOMO energy = -9.88 eV

```
14
Properties=species:S:1:pos:R:3:forces:R:3
C 0.40952 0.28236 0.56055 0.0 -0.3 -0.2
H -1.64872 -2.49110 -0.19674 0.1 0.2 0.0
C 0.96949 0.73338 -0.78554 0.0 0.0 0.0
C -1.01383 -1.63346 -0.51788 0.1 0.0 -0.3
H 1.86221 1.35507 -0.64237 -0.2 -0.1 0.1
H -1.69678 0.21623 0.18521 0.1 -0.1 0.1
H 1.23858 -0.13047 -1.39869 0.0 0.2 0.1
O -0.51589 -1.63934 -1.61924 -0.2 -0.2 0.5
H -1.16763 -0.86275 1.47850 0.0 0.1 -0.2
H 0.21978 1.31959 -1.32977 0.1 -0.1 0.1
O 0.08955 1.39328 1.39590 0.2 0.1 0.2
H 1.16104 -0.34566 1.06548 -0.2 0.1 -0.1
H 0.87736 1.64374 1.89046 -0.1 0.1 -0.1
C -0.90904 -0.49867 0.47638 0.0 0.0 0.0
```
Positions in Å, forces in eV/Å.


# 2
Below is a cluster of 3 separate species, C4H8O2 in total in a non-equilibrium geometry, with properties calculated with ωB97M-V with the def2-TZVPD basis set.

Results
orbital gap = 8.011 eV
strongest force on any atom = 5.759 eV/Å
total energy = -8367.10461 eV
relative energy (zero: lowest compared OMol25 entry of this formula, charge and spin) = 142.4 kcal/mol
HOMO energy = -7.73 eV

```
14
Properties=species:S:1:pos:R:3:forces:R:3
H -0.85455 -2.10893 -0.49420 0.1 0.5 0.3
H 1.52619 -0.11799 -1.12616 -0.5 0.3 0.4
H -0.33872 1.42854 -0.71062 0.3 0.4 -0.2
O -1.27735 1.21971 -0.63010 0.8 0.4 0.4
H 1.55915 -1.49484 0.10719 -0.4 0.0 -1.0
H -2.37108 -0.28409 -0.08632 -0.7 -0.6 0.1
O 1.25890 1.28172 0.55113 -1.9 -0.1 1.4
H 0.90011 0.92604 2.52094 0.6 -1.0 -0.4
H 0.45531 -1.50090 -1.87250 2.8 0.4 2.1
H -0.49854 1.57098 1.75597 -0.1 -0.3 -1.8
C 0.50425 1.14465 1.51076 1.4 2.0 1.5
C -1.34116 -0.08901 -0.27943 -1.8 -0.4 -1.7
C -0.49420 -1.08294 -0.63151 -0.2 1.3 3.6
C 0.97170 -0.89292 -0.61513 -0.4 -2.9 -4.9
```
Positions in Å, forces in eV/Å.


# 3
Below is an isolated molecule of C4H8O2 in a non-equilibrium geometry, with properties calculated with ωB97M-V with the def2-TZVPD basis set.

Results
orbital gap = 8.908 eV
strongest force on any atom = 3.457 eV/Å
total energy = -8368.03968 eV
relative energy (zero: lowest compared OMol25 entry of this formula, charge and spin) = 120.9 kcal/mol
HOMO energy = -8.16 eV

```
14
Properties=species:S:1:pos:R:3:forces:R:3
H -0.33200 2.57721 -1.43004 -0.9 0.3 -0.3
C -0.19204 1.83374 -0.63221 0.7 1.5 -0.5
H -0.24187 0.45272 1.37866 -0.2 -0.2 0.0
H 1.22654 -0.73845 -1.04748 -0.1 0.2 0.1
H -2.18349 -0.90055 0.52978 0.0 -0.2 0.0
C -1.17779 -1.19610 0.23888 -0.2 -0.4 0.2
C -0.25845 -0.04105 0.41075 -1.2 -0.2 0.2
H 1.60990 1.42216 0.00075 0.1 0.1 0.0
C 1.20515 -0.37738 -0.00452 -0.7 0.0 -0.2
O -1.24241 1.14133 -0.39004 3.1 -1.5 0.5
H 1.47270 -1.24736 0.62789 -0.4 0.3 -0.2
H -1.18517 -1.52830 -0.80535 0.0 0.0 0.2
H -0.83157 -2.01790 0.86604 -0.1 -0.1 0.0
O 2.13051 0.61992 0.25690 -0.1 0.2 0.0
```
Positions in Å, forces in eV/Å.


Question: What is the relative energy (zero: lowest compared OMol25 entry of this formula, charge and spin) in the second record?
Answer: 142.4 kcal/mol